# 1
C36H70N2O14 | ωB97M-V/def2-TZVPD

Geometry as XYZ:
```
122
Properties=species:S:1:pos:R:3:forces:R:3:lowdin_charge:R:1
O -1.029 4.517 4.403 -0.0304 0.0419 0.2488 0.09
C -1.678 4.217 3.435 0.5311 -0.5731 0.4083 -0.54
O -2.356 3.067 3.352 -0.5191 0.1188 -0.7684 0.00
C -2.270 2.107 4.395 1.1720 -0.9222 0.5377 -0.23
C -3.232 1.008 4.067 -1.7793 0.3141 -0.3749 -0.06
C -1.716 5.046 2.190 -0.2312 0.4527 0.4784 0.03
H -2.398 2.548 5.381 -0.2378 0.1848 -0.0920 0.13
H -1.277 1.639 4.389 0.2386 0.4941 0.0099 0.11
H -4.240 1.443 4.027 0.0625 -0.0491 -0.1882 0.09
H -3.359 0.197 4.783 0.6618 0.0713 0.2252 0.07
H -3.039 0.592 3.077 0.1243 -0.0260 0.1353 0.05
H -1.488 6.048 2.549 -0.0193 0.1172 -0.3339 0.10
H -2.689 5.028 1.706 0.0820 -0.1289 -0.1388 0.09
H -0.921 4.734 1.516 -0.1104 -0.1440 -0.1013 0.08
O -7.679 -2.975 0.772 0.2275 -0.0027 0.7208 0.11
C -7.153 -3.108 -0.296 -0.4916 0.7350 -0.3394 -0.55
O -5.916 -3.584 -0.504 -0.2728 0.5486 -0.2478 0.00
C -5.067 -3.743 0.622 1.4717 -2.1580 0.1696 -0.24
C -4.284 -2.515 0.991 -1.0766 1.1605 0.0187 -0.06
C -7.870 -2.794 -1.583 0.4580 -1.6233 -0.5938 0.02
H -4.368 -4.533 0.334 -0.0051 0.2525 -0.3787 0.09
H -5.566 -4.256 1.448 -0.4334 0.7792 0.1276 0.13
H -5.019 -1.813 1.405 0.4079 0.1562 0.3319 0.08
H -3.849 -1.981 0.143 -0.0880 -0.4462 -0.2725 0.07
H -3.467 -2.685 1.688 -0.2408 -0.3266 0.1864 0.07
H -8.482 -1.904 -1.617 0.1799 0.1809 0.3411 0.09
H -8.523 -3.667 -1.707 -0.2648 0.2298 -0.0485 0.09
H -7.172 -2.890 -2.415 -0.0586 0.4828 -0.0439 0.08
O 0.863 0.358 -1.345 0.0388 -0.3465 -0.1136 0.11
C 0.229 1.283 -0.914 -0.1554 -0.1491 -0.1987 -0.53
O -0.226 1.356 0.343 -0.3366 0.4220 -0.1984 -0.01
C -0.267 0.183 1.142 -0.0923 -0.6767 0.3086 -0.21
C -1.579 -0.582 1.041 -0.2445 0.9812 -0.1854 -0.08
C -0.121 2.517 -1.678 -0.5131 0.7388 0.2023 0.02
H -0.139 0.532 2.166 0.0743 -0.0058 -0.0665 0.10
H 0.538 -0.514 0.908 0.2051 0.3696 -0.0899 0.09
H -1.722 -1.153 0.124 0.5533 -0.3797 0.1847 0.07
H -2.441 0.092 1.007 0.1513 0.1558 0.4674 0.08
H -1.600 -1.166 1.961 -0.4036 -0.4347 -0.3021 0.08
H 0.145 2.488 -2.729 0.5798 -0.1062 0.1633 0.06
H 0.310 3.353 -1.121 0.3221 0.1084 -0.4205 0.10
H -1.186 2.765 -1.672 -0.1058 -0.4887 0.3118 0.09
O 1.333 -0.343 3.985 0.1227 -0.2115 0.2481 0.08
C 1.742 -1.324 4.564 -0.9211 -0.1286 -0.5463 -0.50
O 1.031 -1.978 5.504 0.7921 -0.1947 -0.1790 0.01
C -0.294 -1.583 5.778 -1.6449 0.1055 0.2629 -0.23
C -1.297 -2.729 5.656 0.8230 -0.4846 -0.3628 -0.06
C 3.072 -1.943 4.252 0.2600 -0.3509 0.8025 0.03
H -0.673 -0.768 5.162 0.6828 0.0575 -0.3541 0.10
H -0.398 -1.223 6.804 0.5920 0.0509 0.0258 0.13
H -2.263 -2.236 5.562 -0.2887 -0.5023 0.4185 0.07
H -1.178 -3.444 6.471 -0.5184 0.3645 0.3437 0.08
H -1.158 -3.386 4.791 0.0998 0.5410 -0.3733 0.07
H 3.080 -2.814 3.595 -0.6558 0.3889 -0.5204 0.08
H 3.508 -2.418 5.135 0.1461 0.6896 0.2356 0.09
H 3.641 -1.114 3.841 0.4900 -0.3415 0.0043 0.09
O 3.131 2.392 -5.947 0.4203 -0.7551 0.4855 0.09
C 2.699 1.439 -6.553 -1.4762 1.8861 -0.6520 -0.55
O 1.824 0.554 -6.077 0.1440 -0.6148 -0.0463 -0.01
C 1.611 0.416 -4.670 -0.0116 0.6397 0.5268 -0.23
C 2.587 -0.578 -4.094 -0.7207 -0.8696 0.2866 -0.06
C 2.827 1.313 -8.043 0.9596 -0.6066 -0.2082 0.02
H 0.567 0.116 -4.574 0.1444 -0.3625 -0.0177 0.13
H 1.665 1.374 -4.147 0.3255 0.1150 -0.3347 0.10
H 3.632 -0.330 -4.264 -0.0402 0.1465 -0.0684 0.08
H 2.352 -1.560 -4.514 0.3644 0.0238 -0.2239 0.08
H 2.396 -0.713 -3.028 0.1387 0.3289 0.0463 0.05
H 1.919 1.047 -8.576 -0.2132 -0.0319 0.3528 0.09
H 3.548 0.503 -8.210 -0.0520 0.0762 -0.2524 0.09
H 3.237 2.228 -8.459 0.0292 0.0295 0.1209 0.08
O 0.189 4.259 -7.453 -0.4895 -0.2184 0.0202 0.10
C 0.813 5.226 -7.109 1.0815 -0.7446 0.3691 -0.55
O 1.264 5.410 -5.860 0.6115 0.9073 0.0271 0.00
C 0.854 4.502 -4.853 -1.7603 -0.0281 0.1041 -0.21
C -0.563 4.904 -4.396 -0.6885 -1.3231 0.1201 -0.05
C 1.287 6.263 -8.066 -0.7687 0.3240 -0.8885 0.02
H 1.546 4.513 -4.017 0.3674 0.2726 -0.2468 0.12
H 0.816 3.506 -5.292 0.0724 -0.0642 0.1751 0.10
H -0.728 5.894 -3.977 0.4886 0.1876 -0.1960 0.08
H -0.953 4.196 -3.656 0.4548 0.0797 0.2891 0.05
H -1.295 4.707 -5.183 0.2927 0.4970 -0.3902 0.08
H 1.407 7.260 -7.652 0.0420 -0.0753 0.1406 0.09
H 0.504 6.248 -8.829 0.0640 0.4331 -0.0174 0.09
H 2.180 5.976 -8.620 0.2221 -0.2182 0.4410 0.09
O -2.507 -5.610 1.019 -0.0980 0.2496 0.2540 0.10
C -1.635 -6.287 0.544 0.0787 -0.1129 -0.3295 -0.54
O -0.332 -6.007 0.639 0.5823 -0.4795 -0.0370 0.00
C 0.080 -4.914 1.456 -0.0152 0.4151 -0.3855 -0.20
C 0.059 -3.602 0.693 -0.4341 0.9184 0.9999 -0.05
C -1.848 -7.604 -0.150 -0.0129 0.1509 0.7313 0.03
H 1.092 -5.105 1.815 0.0004 -0.4513 -0.2877 0.12
H -0.564 -4.882 2.337 -0.0842 0.2249 -0.1023 0.12
H 0.600 -2.893 1.328 -0.0274 0.0975 -0.0949 0.05
H -0.952 -3.201 0.645 -0.1007 -0.2311 -0.1893 0.05
H 0.502 -3.519 -0.297 0.1779 -0.6823 0.0146 0.09
H -2.914 -7.750 -0.290 0.0373 -0.0686 -0.2059 0.09
H -1.484 -8.316 0.597 -0.0676 -0.2955 -0.2747 0.10
H -1.263 -7.723 -1.056 -0.0179 0.0924 -0.0467 0.09
C 3.768 2.703 2.118 -0.7634 -0.9077 -0.7450 -0.10
C 2.549 2.704 3.037 0.3102 1.0714 0.1429 -0.23
C 1.909 4.098 3.202 -0.3957 0.4121 -0.6405 -0.19
C 2.725 5.300 3.131 1.1605 0.0088 0.3358 -0.24
N 3.387 6.237 3.054 -0.2073 -0.1063 -0.0124 0.14
H 4.634 3.085 2.649 0.1753 0.0881 -0.3280 0.08
H 3.589 3.192 1.156 0.0402 0.7176 0.3591 0.08
H 3.926 1.689 1.734 0.4112 -0.1531 0.6192 0.06
H 2.866 2.363 4.022 -0.2046 -0.3034 -0.0163 0.11
H 1.725 2.100 2.663 0.2405 -0.4175 0.1122 0.08
H 1.314 4.183 4.111 -0.2469 -0.1650 -0.1827 0.10
H 1.280 4.269 2.319 -0.4663 -0.3015 0.3126 0.11
C 3.030 -1.635 0.803 0.9282 -0.4489 -0.0710 -0.10
C 4.562 -1.777 0.608 -0.7511 0.4660 -0.2679 -0.23
C 4.958 -3.230 0.364 -0.0055 -0.4590 1.4113 -0.20
C 4.329 -3.879 -0.779 0.3053 0.4463 -0.2640 -0.23
N 3.849 -4.359 -1.703 -0.1717 -0.1309 -0.0711 0.15
H 2.578 -1.489 -0.176 -0.4727 0.0183 0.2196 0.07
H 2.764 -0.857 1.518 0.0442 0.3417 -0.3429 0.06
H 2.683 -2.557 1.272 -0.2303 -0.0707 -0.2627 0.05
H 5.033 -1.361 1.498 0.4539 -0.3525 -0.0531 0.10
H 4.894 -1.194 -0.252 -0.0208 0.2127 0.1233 0.11
H 4.618 -3.807 1.235 0.0213 -0.0065 -0.0162 0.11
H 6.038 -3.381 0.376 0.0131 0.0858 -0.4575 0.12
```
Forces are in eV/Å.

Its SMILES is CCOC(C)=O.CCOC(C)=O.CCOC(C)=O.CCOC(C)=O.CCOC(C)=O.CCOC(C)=O.CCOC(C)=O.CCCC#N.CCCC#N. The calculation puts the electronic energy at -70112.694 eV. For the gap between HOMO and LUMO, the calculation gives 0.381 Ha. Its spin multiplicity is 1.

=====

# 2
C18H56O19 | ωB97M-V/def2-TZVPD

Geometry as XYZ:
```
93
Properties=species:S:1:pos:R:3:forces:R:3:lowdin_charge:R:1
O 0.463 12.342 0.614 0.0096 0.5081 0.4649 -0.03
H 0.615 11.499 0.176 0.1988 -0.3600 -0.4003 0.00
H 0.781 12.190 1.510 -0.2566 0.0661 0.3010 0.03
C 3.752 14.445 4.062 -0.9151 -0.4989 0.0745 -0.23
C 3.101 14.140 2.770 -0.1962 0.0152 -1.3398 -0.25
O 4.092 13.979 1.822 1.5638 -0.2823 -0.7029 -0.07
O 2.660 14.539 4.939 -0.0935 0.1775 1.7469 -0.06
H 4.313 15.349 3.977 0.5046 0.7725 0.0638 0.12
H 4.463 13.637 4.343 -0.7088 0.3687 0.2315 0.14
H 2.464 14.993 2.409 0.2673 -0.8931 0.4965 0.15
H 2.597 13.170 2.753 -0.8600 0.3496 0.6813 0.11
H 4.618 13.226 2.125 0.0562 -0.0627 -0.4394 0.09
H 2.092 15.280 4.682 0.3273 -0.1552 0.0823 0.10
C -2.180 9.668 -2.448 2.5086 0.5277 -1.0306 -0.26
C -3.400 9.641 -3.267 -1.3869 0.3394 0.4597 -0.26
O -4.140 8.449 -3.189 0.6498 -1.0088 -0.1184 -0.04
O -1.855 11.029 -2.356 -0.9902 1.1244 0.5397 -0.06
H -1.300 9.229 -2.963 -0.5958 -0.6653 0.0566 0.12
H -2.288 9.179 -1.521 -0.3897 -0.5627 1.4351 0.10
H -3.151 9.962 -4.242 0.3549 -0.1120 -1.5590 0.11
H -4.082 10.393 -2.926 -0.0035 1.0229 0.6286 0.12
H -4.927 8.630 -3.690 -0.5704 -0.2542 -0.2267 0.08
H -0.943 11.259 -2.146 0.3402 -0.4692 -0.1837 0.05
C 4.565 13.521 -1.280 -0.1541 1.5015 -0.3260 -0.22
C 3.230 12.796 -1.200 0.9854 0.9981 -0.4258 -0.26
O 3.381 11.526 -1.749 -0.2295 -2.2511 0.0991 -0.09
O 4.459 14.734 -0.563 0.0741 0.6512 -0.8699 -0.09
H 4.925 13.755 -2.330 -0.8591 -0.2698 0.9908 0.14
H 5.377 12.968 -0.853 0.4884 -1.0298 0.3669 0.10
H 2.450 13.400 -1.656 -0.0154 -0.2739 -0.7778 0.12
H 2.858 12.717 -0.209 0.0916 0.0117 1.3771 0.09
H 3.804 10.951 -1.047 -0.1449 0.9098 -1.1399 0.08
H 4.234 14.521 0.360 0.1702 0.0503 -0.3541 0.01
C 0.842 11.971 -4.089 0.5206 -0.0847 -0.9317 -0.26
C 0.437 10.682 -4.777 1.2381 -0.3283 -1.0721 -0.22
O 0.711 10.800 -6.189 0.3716 0.1138 0.3690 -0.08
O 0.778 11.743 -2.752 -0.9250 -0.2042 3.1955 -0.11
H 0.177 12.774 -4.429 -0.0545 -0.0701 0.4083 0.14
H 1.865 12.325 -4.214 0.3068 -0.1862 -1.2508 0.13
H -0.633 10.545 -4.579 0.2861 -0.1500 -0.4242 0.10
H 1.025 9.785 -4.420 -0.6582 0.8974 0.1747 0.14
H 1.659 11.053 -6.214 -0.9047 -0.2418 -0.2606 0.09
H 1.603 11.354 -2.416 -0.0522 0.2352 -0.2594 0.06
C 0.371 12.492 4.401 -2.0919 0.2163 0.8265 -0.24
C -0.450 11.924 5.571 2.0286 0.2978 -0.2562 -0.27
O -0.294 12.760 6.618 0.5017 1.8813 3.1644 -0.02
O 0.205 11.565 3.395 0.1437 -1.0169 -1.9844 -0.08
H 1.381 12.585 4.640 1.7957 -0.1306 1.0163 0.08
H 0.142 13.513 4.089 -0.8535 -0.2534 -0.0789 0.13
H -0.043 10.963 5.878 0.3135 -0.7457 -0.5126 0.13
H -1.480 11.777 5.518 -1.7761 -0.0663 -1.4114 0.10
H 0.450 12.466 7.151 -0.0776 0.3826 0.0481 0.10
H 0.373 10.758 3.886 -0.0147 -0.6678 -0.5935 0.08
C -2.926 12.735 1.126 -1.4985 2.7443 -0.4110 -0.24
C -2.308 13.574 2.283 0.0387 -1.5852 -0.9206 -0.23
O -2.705 12.872 3.437 -0.6349 -0.3563 1.6484 -0.09
O -2.989 13.380 -0.116 0.7016 0.7379 -0.2635 -0.06
H -4.005 12.592 1.299 0.5434 -0.4800 0.8066 0.13
H -2.394 11.845 0.975 0.7552 -1.7361 0.3970 0.08
H -2.544 14.655 2.255 -0.6180 -0.7303 0.3963 0.13
H -1.234 13.498 2.314 0.7302 0.2486 -0.8207 0.07
H -2.451 11.925 3.360 -0.0957 1.1816 -0.2476 0.09
H -2.069 13.562 -0.369 -0.2845 -0.1317 -0.7817 0.03
C 3.733 10.205 2.078 -2.2160 -0.7435 -0.1971 -0.23
C 4.416 9.318 1.057 0.0334 0.4658 -0.0416 -0.20
O 5.056 10.144 0.076 -2.4312 -2.4025 -1.2295 -0.03
O 4.635 11.200 2.554 -0.3824 -0.5246 0.7859 -0.06
H 3.086 9.589 2.839 1.8263 1.0731 -0.7355 0.16
H 2.913 10.691 1.517 0.4854 0.3954 0.1881 0.10
H 3.638 8.780 0.523 0.0046 -0.2667 -0.0414 0.11
H 5.094 8.594 1.504 0.2658 0.0207 -0.0201 0.12
H 5.684 10.679 0.465 2.1201 1.8324 1.4937 0.05
H 4.922 10.919 3.431 0.1925 0.1549 -0.0498 0.11
C -0.491 9.131 1.176 1.3098 1.1881 -0.9620 -0.28
C 0.420 8.844 -0.019 0.7799 0.2615 0.6609 -0.15
O 1.137 10.039 -0.358 -0.2863 -0.1575 -0.1987 -0.11
O -1.239 8.017 1.420 -1.7136 -1.1139 0.6769 -0.02
H -1.033 10.050 0.938 -0.4759 -0.0880 -0.0469 0.11
H 0.105 9.368 2.049 0.5827 0.2275 0.2529 0.10
H -0.112 8.455 -0.883 -0.2246 -0.0968 0.0628 0.12
H 1.259 8.217 0.258 -0.4937 -1.1986 0.2623 0.12
H 1.908 9.726 -0.834 0.1754 0.5174 -0.3376 0.08
H -1.890 8.219 2.118 0.3826 -0.2673 -0.5704 0.12
C 1.025 15.580 -0.342 -0.4368 -0.6552 2.3021 -0.23
C -0.385 15.175 -0.615 -0.6753 -1.1849 0.2813 -0.23
O -0.509 13.941 -1.290 1.1005 -0.9802 0.4953 -0.09
O 1.064 16.864 0.281 0.3139 -0.1336 -0.3560 -0.04
H 1.641 15.546 -1.190 0.7963 0.3757 -1.2775 0.11
H 1.416 14.804 0.361 0.1008 0.4322 -0.4400 0.10
H -0.897 15.783 -1.286 -0.7633 1.9771 -0.6812 0.12
H -0.958 15.070 0.319 0.1916 0.6429 0.1101 0.11
H -0.019 13.319 -0.703 -0.3767 0.0961 -0.7127 0.04
H 0.816 16.731 1.196 -0.1430 0.1360 0.1535 0.07
```
Forces are in eV/Å.

Its SMILES is OCCO.OCCO.OCCO.OCCO.OCCO.OCCO.OCCO.OCCO.OCCO.O. The calculation puts the electronic energy at -58469.267 eV. For the gap between HOMO and LUMO, the calculation gives 0.311 Ha. Its spin multiplicity is 1. The calculation puts the energy relative to the best compared isomer or geometry (same formula, charge and spin) at 286.1 kJ/mol.

=====

# 3
C2H4NO2 | ωB97M-V/def2-TZVPD

Geometry as XYZ:
```
9
Properties=species:S:1:pos:R:3:forces:R:3:lowdin_charge:R:1
C -2.181 -0.533 -0.242 -2.9230 -0.9907 -1.4412 0.26
C 1.684 -0.436 0.398 -4.3473 -1.4778 -1.7107 0.10
N 0.072 1.099 -0.419 -1.6665 -2.6288 -1.6333 0.03
O -1.318 -0.283 0.384 0.9527 -0.2699 1.7880 0.24
O 1.228 0.636 -0.009 2.1161 4.0702 1.2890 -0.08
H -3.075 -0.769 -0.858 0.8172 0.3248 0.2554 0.20
H 2.634 -0.498 0.723 3.1874 0.2214 0.9313 0.08
H 1.030 -1.295 0.323 0.1375 -0.4333 0.1359 0.10
H -0.073 2.078 -0.300 1.7259 1.1841 0.3856 0.07
```
Forces are in eV/Å.

The calculation puts the electronic energy at -7708.562 eV. Its total charge is +1. For the gap between HOMO and LUMO (alpha / beta), the calculation gives 0.265 / 0.265 Ha. Its spin multiplicity is 1. The calculation puts the energy relative to the best compared isomer or geometry (same formula, charge and spin) at 713.4 kJ/mol.

=====

# 4
C5H13N2O | ωB97M-V/def2-TZVPD

Geometry as XYZ:
```
21
Properties=species:S:1:pos:R:3:forces:R:3:lowdin_charge:R:1
N -1.434 -0.541 1.502 0.6250 -0.3825 0.7449 0.18
C -0.667 -1.619 0.767 -0.6412 0.2381 -0.2640 -0.10
C 0.421 -0.923 -0.009 0.5646 -0.4171 0.1353 -0.21
N -0.106 0.291 -0.677 1.1366 -0.1816 -1.2155 -0.17
C -0.047 0.011 -2.150 -0.8193 0.6119 0.0070 -0.06
C 0.846 1.404 -0.497 0.4182 -0.5884 1.3956 -0.15
C 0.961 1.828 0.950 -1.2448 0.3693 0.1468 -0.15
O 0.690 1.085 1.871 0.0863 0.2459 0.1930 0.02
H -2.074 -0.125 0.833 -0.2829 0.1395 0.2478 0.16
H -0.764 0.192 1.793 0.2179 0.0428 -0.1961 0.10
H -1.860 -0.863 2.372 -0.4838 -0.1467 -0.3793 0.18
H -0.265 -2.372 1.433 -0.0723 0.0716 0.3452 0.14
H -1.431 -2.074 0.141 0.2399 -0.2406 -0.2067 0.13
H 1.283 -0.774 0.643 -0.3526 0.6843 0.2355 0.13
H 0.894 -1.612 -0.700 -0.4854 -0.3327 -0.5630 0.12
H -0.087 0.952 -2.692 -0.0572 0.1331 0.0115 0.09
H -0.919 -0.543 -2.499 0.1968 -0.3089 0.2481 0.10
H 0.886 -0.477 -2.432 0.0073 -0.1571 -0.0034 0.09
H 0.705 2.265 -1.134 -0.4886 0.0753 -0.1903 0.13
H 1.833 1.011 -0.716 0.7816 0.1382 -0.3743 0.14
H 1.135 2.884 1.202 0.6538 0.0057 -0.3184 0.14
```
Forces are in eV/Å.

Its SMILES is CN(CC=O)CC[NH3+]. The calculation puts the electronic energy at -10416.134 eV. Its total charge is +1. For the gap between HOMO and LUMO, the calculation gives 0.391 Ha. Its spin multiplicity is 1. The calculation puts the energy relative to the best compared isomer or geometry (same formula, charge and spin) at 198.9 kJ/mol.